(1)
Below is a molecular structure, C45H35BrInNO2P2SeSi, with properties calculated with the ωB97M-V functional and the def2-TZVPD basis.

Last column: Mulliken charge in e.
Element x y z (Å)
In (-0.409, 0.997, -0.614)  2.29
C (-1.904, -1.347, -2.888)  -1.47
Si (-1.317, -1.317, -1.129)  0.13
C (-0.064, -2.665, -0.714)  0.15
C (-0.454, -3.737, 0.101)  0.02
C (0.447, -4.728, 0.463)  -0.75
C (1.761, -4.665, 0.018)  -0.94
C (2.169, -3.612, -0.788)  -0.33
C (1.273, -2.614, -1.161)  0.45
P (1.729, -1.143, -2.173)  0.54
C (2.902, -1.828, -3.404)  0.39
C (4.257, -2.074, -3.171)  -0.25
C (5.054, -2.632, -4.162)  -0.73
C (4.507, -2.955, -5.398)  -0.46
C (3.163, -2.708, -5.644)  -0.65
C (2.370, -2.139, -4.655)  -0.55
C (2.763, -0.200, -0.986)  0.30
C (2.490, -0.251, 0.387)  0.57
C (3.130, 0.621, 1.268)  -0.67
C (4.044, 1.546, 0.793)  -1.00
C (4.309, 1.613, -0.571)  -0.59
C (3.668, 0.758, -1.452)  -1.19
C (-2.769, -1.404, 0.063)  0.41
C (-3.921, -2.067, -0.383)  -0.66
C (-5.073, -2.132, 0.390)  -0.93
C (-5.103, -1.508, 1.628)  -0.84
C (-3.979, -0.839, 2.093)  -0.42
C (-2.809, -0.788, 1.336)  0.35
P (-1.322, 0.074, 1.979)  0.42
C (-0.377, -1.281, 2.755)  0.28
C (0.944, -1.012, 3.116)  -0.70
C (1.731, -1.989, 3.707)  -0.50
C (1.205, -3.255, 3.938)  -0.69
C (-0.109, -3.532, 3.583)  -0.62
C (-0.897, -2.550, 2.994)  -0.31
C (-1.926, 1.056, 3.387)  -0.19
C (-2.356, 2.356, 3.111)  -0.35
C (-2.850, 3.161, 4.129)  -0.67
C (-2.898, 2.680, 5.431)  -0.51
C (-2.452, 1.395, 5.716)  -0.74
C (-1.967, 0.584, 4.697)  -0.20
H (-1.975, -2.369, -3.271)  0.44
H (-1.195, -0.794, -3.507)  0.40
H (-2.883, -0.866, -2.971)  0.44
H (-1.477, -3.790, 0.464)  0.49
H (0.127, -5.546, 1.100)  0.44
H (2.470, -5.435, 0.304)  0.42
H (3.197, -3.569, -1.132)  0.41
H (4.695, -1.819, -2.214)  0.38
H (6.106, -2.815, -3.969)  0.40
H (5.131, -3.391, -6.170)  0.38
H (2.735, -2.945, -6.610)  0.41
H (1.325, -1.928, -4.856)  0.35
H (1.805, -0.997, 0.779)  0.25
H (2.918, 0.570, 2.329)  0.32
H (4.542, 2.220, 1.478)  0.42
H (4.995, 2.357, -0.956)  0.48
H (3.846, 0.862, -2.517)  0.56
H (-3.920, -2.543, -1.360)  0.42
H (-5.946, -2.659, 0.022)  0.42
H (-6.002, -1.535, 2.232)  0.43
H (-4.018, -0.344, 3.057)  0.42
H (1.354, -0.025, 2.935)  0.74
H (2.755, -1.766, 3.982)  0.43
H (1.818, -4.023, 4.393)  0.39
H (-0.523, -4.517, 3.764)  0.47
H (-1.921, -2.778, 2.719)  0.40
H (-2.291, 2.741, 2.100)  0.25
H (-3.183, 4.168, 3.906)  0.43
H (-3.279, 3.308, 6.227)  0.38
H (-2.478, 1.023, 6.733)  0.42
H (-1.620, -0.417, 4.924)  0.41
Se (2.510, 4.270, -2.582)  -0.21
C (1.408, 2.905, -2.341)  0.18
N (0.692, 1.977, -2.222)  -0.70
Br (-1.518, 8.810, -3.425)  -0.20
C (-1.516, 7.124, -2.566)  0.17
C (-2.220, 6.075, -3.138)  -0.62
C (-2.214, 4.842, -2.505)  -0.32
C (-1.506, 4.670, -1.322)  -0.12
C (-0.795, 5.729, -0.772)  -0.09
C (-0.804, 6.970, -1.389)  -0.65
C (-1.427, 3.327, -0.699)  1.35
O (-0.539, 3.074, 0.198)  -0.85
O (-2.162, 2.386, -1.117)  -0.98
H (-2.758, 6.221, -4.063)  0.42
H (-2.747, 4.000, -2.927)  0.42
H (-0.222, 5.570, 0.132)  0.39
H (-0.249, 7.799, -0.974)  0.43

## Properties
Relative energy (zero: lowest compared OMol25 entry of this formula, charge and spin) ... 4.9 kcal per mole
Calculated total energy ... -8078.919713 hartree
Frontier orbital gap ... 7.661 eV
Max |F| ... 0.61 eV/Å



(2)
Below is a molecular structure, C45H35BrN3O2P2RuS3, with properties calculated with the ωB97M-V functional and the def2-TZVPD basis.

Last column: Mulliken charge in e.
Element x y z (Å)
Ru (0.465, -1.008, 0.804)  1.33
C (-2.423, 1.112, 0.605)  -1.03
P (-3.034, -0.530, -0.083)  -0.49
C (-1.588, -1.628, -0.338)  1.33
C (-0.465, -1.144, -1.103)  -1.39
C (0.391, -2.101, -1.775)  -1.13
C (0.278, -3.420, -1.555)  -1.18
C (-0.674, -3.964, -0.530)  1.28
C (-1.715, -2.972, -0.106)  -1.50
C (-3.767, -1.294, 1.402)  -0.07
C (-5.092, -1.713, 1.313)  -0.52
C (-5.704, -2.347, 2.387)  -0.71
C (-4.994, -2.562, 3.558)  -0.58
C (-3.671, -2.146, 3.655)  -1.07
C (-3.058, -1.518, 2.584)  0.82
C (-1.049, 1.663, 0.650)  0.31
C (-0.789, 3.073, 0.853)  -0.92
C (0.560, 3.240, 0.836)  -1.52
C (1.112, 1.950, 0.614)  -0.58
C (2.526, 1.544, 0.423)  -0.75
P (2.791, -0.155, 1.120)  1.14
C (3.478, 0.127, 2.778)  0.57
C (4.385, 1.152, 3.045)  -0.49
C (4.884, 1.325, 4.325)  -0.79
C (4.490, 0.467, 5.345)  -0.58
C (3.611, -0.571, 5.080)  -0.52
C (3.103, -0.742, 3.798)  -0.09
C (4.171, -0.821, 0.145)  0.61
C (5.091, -0.035, -0.544)  -0.32
C (6.121, -0.631, -1.257)  -0.72
C (6.243, -2.013, -1.280)  -0.52
C (5.331, -2.802, -0.592)  -0.68
C (4.293, -2.210, 0.112)  -0.35
N (0.122, 1.021, 0.500)  1.14
H (-2.784, 1.160, 1.639)  0.44
H (-3.016, 1.854, 0.062)  0.54
H (-0.543, -0.162, -1.553)  0.72
H (1.108, -1.728, -2.496)  0.48
H (0.896, -4.123, -2.096)  0.58
H (-1.166, -4.848, -0.931)  0.79
H (-2.546, -3.367, 0.461)  0.43
H (-5.642, -1.549, 0.394)  0.35
H (-6.732, -2.676, 2.305)  0.41
H (-5.468, -3.059, 4.395)  0.41
H (-3.113, -2.318, 4.568)  0.46
H (-2.017, -1.222, 2.650)  0.50
H (-1.554, 3.815, 1.016)  0.58
H (1.123, 4.150, 0.961)  0.54
H (3.209, 2.298, 0.810)  0.59
H (2.710, 1.456, -0.655)  0.53
H (4.715, 1.819, 2.257)  0.26
H (5.578, 2.130, 4.528)  0.42
H (4.870, 0.610, 6.349)  0.41
H (3.295, -1.237, 5.872)  0.45
H (2.396, -1.537, 3.598)  0.06
H (5.018, 1.046, -0.526)  0.30
H (6.831, -0.014, -1.793)  0.41
H (7.049, -2.476, -1.835)  0.39
H (5.423, -3.880, -0.608)  0.47
H (3.565, -2.824, 0.632)  0.24
Br (0.977, 3.004, 4.877)  -0.13
C (0.638, 1.349, 5.739)  0.42
C (1.016, 1.227, 7.069)  -0.58
C (0.858, 0.014, 7.719)  -0.57
C (0.350, -1.082, 7.033)  -0.96
C (-0.004, -0.952, 5.701)  -0.32
C (0.114, 0.271, 5.043)  0.19
C (-0.315, 0.352, 3.597)  0.15
O (-1.054, 1.256, 3.227)  -0.60
O (0.150, -0.619, 2.900)  0.06
H (1.439, 2.080, 7.583)  0.44
H (1.146, -0.076, 8.759)  0.39
H (0.238, -2.036, 7.532)  0.40
H (-0.367, -1.802, 5.137)  0.51
S (-2.501, -8.010, -0.322)  -0.20
C (-1.520, -6.903, 0.491)  0.42
S (-2.554, -6.040, 1.503)  -0.18
C (0.151, -4.408, 0.694)  -0.05
N (0.387, -5.617, 1.066)  -0.89
N (-0.225, -6.651, 0.312)  0.59
C (0.692, -7.481, -0.403)  0.16
C (0.581, -8.865, -0.397)  -0.50
C (1.499, -9.626, -1.104)  -0.67
C (2.537, -9.021, -1.796)  -0.46
C (2.665, -7.640, -1.764)  -0.89
C (1.750, -6.869, -1.066)  0.11
S (0.882, -3.161, 1.657)  -0.70
H (-0.207, -9.343, 0.165)  0.49
H (1.406, -10.704, -1.099)  0.38
H (3.251, -9.622, -2.342)  0.38
H (3.484, -7.158, -2.282)  0.39
H (1.867, -5.797, -1.013)  0.42

## Properties
Multiplicity ... 6
Relative energy (zero: lowest compared OMol25 entry of this formula, charge and spin) ... 74.8 kcal per mole
⟨S²⟩ ... 8.83
Calculated total energy ... -6596.630721 hartree
Frontier orbital gap (alpha / beta) ... 7.024 / 5.921 eV
Max |F| ... 0.34 eV/Å



(3)
Below is a molecular structure, C45H36As2F3NNiSb, with properties calculated with the ωB97M-V functional and the def2-TZVPD basis.

Last column: Mulliken charge in e.
Element x y z (Å)
Ni (-0.761, -0.327, -0.150)  1.13
C (0.825, 0.688, 2.845)  -1.04
C (-0.562, 1.312, 2.720)  -0.55
As (-1.861, -0.092, 2.257)  0.57
C (-3.369, 0.974, 1.704)  0.67
C (-4.563, 1.124, 2.394)  -0.48
C (-5.587, 1.876, 1.832)  -0.66
C (-5.426, 2.470, 0.588)  -0.58
C (-4.239, 2.306, -0.115)  -0.89
C (-3.225, 1.548, 0.445)  0.68
C (-2.296, -0.958, 3.921)  0.24
C (-2.615, -0.218, 5.056)  -0.49
C (-2.894, -0.874, 6.245)  -0.70
C (-2.851, -2.262, 6.299)  -0.52
C (-2.531, -2.997, 5.167)  -0.58
C (-2.250, -2.346, 3.973)  -0.56
As (1.089, -0.638, 1.418)  1.32
C (2.925, -0.401, 0.875)  0.24
C (3.837, -1.450, 0.887)  -0.28
C (5.149, -1.224, 0.492)  -0.83
C (5.550, 0.042, 0.091)  -0.59
C (4.638, 1.089, 0.072)  -0.73
C (3.327, 0.866, 0.458)  -0.20
C (0.975, -2.361, 2.266)  0.49
C (0.603, -3.443, 1.471)  -0.64
C (0.490, -4.706, 2.034)  -0.75
C (0.747, -4.890, 3.385)  -0.52
C (1.122, -3.812, 4.176)  -0.77
C (1.237, -2.547, 3.619)  -0.33
H (0.935, 0.170, 3.798)  0.35
H (1.618, 1.434, 2.788)  0.62
H (-0.611, 1.990, 1.860)  0.13
H (-0.827, 1.888, 3.606)  0.81
H (-4.704, 0.659, 3.362)  0.45
H (-6.520, 1.992, 2.367)  0.40
H (-6.231, 3.051, 0.160)  0.40
H (-4.107, 2.753, -1.091)  0.50
H (-2.296, 1.388, -0.114)  -0.93
H (-2.652, 0.865, 5.017)  0.41
H (-3.146, -0.303, 7.129)  0.41
H (-3.068, -2.770, 7.228)  0.41
H (-2.499, -4.077, 5.209)  0.44
H (-1.998, -2.919, 3.088)  0.48
H (3.530, -2.436, 1.217)  0.44
H (5.861, -2.039, 0.509)  0.45
H (6.575, 0.215, -0.209)  0.44
H (4.948, 2.076, -0.247)  0.45
H (2.619, 1.690, 0.437)  0.29
H (0.364, -3.305, 0.423)  0.34
H (0.187, -5.539, 1.414)  0.44
H (0.654, -5.875, 3.824)  0.41
H (1.326, -3.954, 5.229)  0.43
H (1.539, -1.724, 4.255)  0.40
N (-2.055, -2.970, -1.051)  -0.73
C (-1.604, -1.957, -0.727)  0.06
F (6.409, 0.258, -4.104)  -0.35
C (5.127, 0.343, -3.720)  0.29
C (4.426, 1.503, -3.997)  -0.75
C (3.101, 1.583, -3.600)  -0.48
C (2.504, 0.520, -2.928)  0.46
C (3.239, -0.629, -2.652)  -0.53
C (4.559, -0.729, -3.058)  -0.78
Sb (0.484, 0.624, -2.367)  0.90
C (-0.586, -0.247, -3.965)  0.49
C (-1.772, 0.320, -4.422)  -0.40
C (-2.534, -0.327, -5.382)  -0.71
C (-2.094, -1.544, -5.869)  0.27
F (-2.828, -2.170, -6.797)  -0.32
C (-0.926, -2.138, -5.428)  -0.66
C (-0.177, -1.480, -4.467)  -0.57
C (-0.025, 2.669, -2.614)  -0.06
C (-0.294, 3.236, -3.858)  -0.38
C (-0.603, 4.583, -3.969)  -0.68
C (-0.628, 5.354, -2.822)  0.19
F (-0.930, 6.653, -2.925)  -0.33
C (-0.352, 4.831, -1.572)  -0.61
C (-0.048, 3.482, -1.482)  -0.31
H (4.917, 2.314, -4.517)  0.49
H (2.540, 2.485, -3.813)  0.42
H (2.795, -1.455, -2.109)  0.54
H (5.151, -1.611, -2.857)  0.48
H (-2.125, 1.265, -4.029)  0.47
H (-3.459, 0.093, -5.752)  0.45
H (-0.625, -3.095, -5.829)  0.46
H (0.737, -1.945, -4.114)  0.35
H (-0.269, 2.629, -4.755)  0.60
H (-0.820, 5.039, -4.925)  0.46
H (-0.379, 5.473, -0.702)  0.48
H (0.169, 3.065, -0.503)  0.15

## Properties
Multiplicity ... 3
Relative energy (zero: lowest compared OMol25 entry of this formula, charge and spin) ... 24.7 kcal per mole
⟨S²⟩ ... 2.01
Calculated total energy ... -8310.566615 hartree
Frontier orbital gap (alpha / beta) ... 7.877 / 7.374 eV
Max |F| ... 0.92 eV/Å
Charge ... +1



Which value of calculated total energy does entry 1 give? -8078.919713 hartree